[1]
Formula: C10H22AsN4O3ReS4
Source: OMol25
Level of theory: wB97M-V/def2-TZVPD

Calculated values
- LUMO energy (alpha / beta) (eV) = -3.13 / -5.39
- total charge = +1
- gap between HOMO and LUMO (alpha / beta) (eV) = 7.8 / 4.9
- total energy (Ha) = -4745.63367
- strongest force on any atom (eV/A) = 1.6
- expectation value of S² = 3.781
- spin multiplicity = 4
- E_HOMO (alpha / beta) (eV) = -10.93 / -10.30
- relative energy (zero: lowest compared OMol25 entry of this formula, charge and spin) (kJ/mol) = 37.38

The geometry in XYZ format:
```
45
Properties=species:S:1:pos:R:3:forces:R:3:lowdin_charge:R:1
Re -0.25835 0.43005 1.87043 -0.16 0.61 -1.25 0.845
N 0.00119 2.10662 0.31765 -0.01 -0.10 0.78 -0.014
C -0.05275 1.64201 -1.08279 -0.04 -0.76 -0.47 -0.255
C 1.05989 2.18023 -1.99666 -0.07 0.00 0.10 -0.131
C 2.51607 1.97843 -1.55246 -0.27 -0.21 0.01 -0.152
C 2.89916 0.56628 -1.11836 0.19 0.25 0.31 -0.180
N 2.67370 -0.40534 -2.16819 0.05 0.03 -0.32 0.101
C 2.19819 -1.63422 -2.00791 0.50 -0.27 -0.06 -0.454
N 2.11835 -2.19025 -0.80339 0.08 0.06 0.04 0.239
N 1.95041 -2.38285 -3.08680 -0.01 -0.16 -0.13 0.210
C -0.09985 0.07860 -1.12740 -0.07 0.88 -0.77 -0.654
O -0.11827 -0.48883 -2.20566 -0.26 0.19 -0.05 0.055
O -0.09932 -0.52363 -0.00447 -0.22 -0.32 1.56 -0.220
H -0.70373 2.82668 0.48196 0.21 -0.09 -0.04 0.123
H 0.91171 2.53481 0.50731 -0.29 -0.10 0.11 0.081
H -0.99963 1.96978 -1.52547 0.08 -0.06 0.13 0.156
H 0.90558 3.25231 -2.14388 -0.02 -0.05 -0.07 0.126
H 0.89400 1.69354 -2.96019 -0.03 0.08 0.02 0.118
H 2.75688 2.63831 -0.71781 0.12 0.06 0.01 0.116
H 3.15338 2.28268 -2.38501 0.08 0.12 0.06 0.123
H 2.31246 0.29542 -0.23978 0.07 -0.05 -0.06 0.011
H 3.95527 0.55868 -0.82714 -0.14 -0.03 0.06 0.141
H 2.76002 -0.05960 -3.11200 -0.04 -0.17 0.01 0.166
H 2.25388 -1.63733 0.03005 -0.04 -0.04 0.00 0.086
H 1.62563 -3.05966 -0.68554 -0.03 0.09 -0.02 0.140
H 1.82285 -1.95213 -3.98594 -0.06 0.09 0.05 0.130
H 1.52534 -3.28757 -2.97670 0.00 0.04 0.03 0.130
S 2.33116 1.74658 5.68942 -0.02 -0.82 -0.07 0.081
As 1.63038 0.14939 4.52465 -0.21 1.06 -0.81 -0.432
S 2.04711 0.42245 2.27991 -0.87 -0.15 0.74 0.074
S -0.61964 0.23107 4.09477 0.80 -0.14 -0.44 0.132
S 2.27459 -1.73864 5.16376 0.24 -0.09 0.45 0.179
C -3.92130 -1.17167 0.14209 0.10 0.02 0.04 -0.129
C -3.58537 -1.80287 1.49485 0.12 0.28 0.08 -0.138
C -3.34487 -0.56935 2.35110 -0.37 -0.56 0.56 -0.216
O -2.57386 0.28464 1.49714 0.90 0.17 0.06 -0.321
C -3.19597 0.18573 0.20389 -0.28 0.25 -0.75 -0.157
H -4.99618 -1.02666 0.03743 0.04 0.01 -0.01 0.118
H -3.57482 -1.78003 -0.69019 -0.01 0.04 -0.04 0.117
H -2.65829 -2.37740 1.42818 -0.07 -0.04 0.07 0.119
H -4.37683 -2.43367 1.88442 -0.05 -0.09 0.04 0.122
H -2.78073 -0.76255 3.26225 -0.11 0.08 -0.14 0.045
H -4.28466 -0.06345 2.60574 0.11 -0.02 -0.06 0.142
H -2.42846 0.27528 -0.56562 -0.10 0.02 0.19 0.094
H -3.90429 1.01816 0.10236 0.17 -0.11 0.05 0.135
```
Positions in Å, forces in eV/Å.

[2]
Formula: C18H18FNS2
Source: OMol25
Level of theory: wB97M-V/def2-TZVPD

Calculated values
- LUMO energy (eV) = -3.03
- total charge = 0
- gap between HOMO and LUMO (eV) = 3.2
- total energy (Ha) = -1647.59781
- strongest force on any atom (eV/A) = 1.5
- E_HOMO (eV) = -6.22

The geometry in XYZ format:
```
40
Properties=species:S:1:pos:R:3:forces:R:3:lowdin_charge:R:1
C 0.20790 -0.51539 4.88562 -0.02 -0.26 0.03 -0.162
C -0.84420 0.57187 4.60684 -0.05 0.15 -0.09 -0.164
C -1.63387 0.14044 3.35593 0.12 0.42 0.44 -0.228
N -1.04278 -1.13108 2.97414 -0.14 -0.17 -1.03 -0.229
C -1.33614 -1.74094 1.77803 0.67 -0.18 1.09 -1.357
S -2.37812 -0.93259 0.72870 -0.59 0.42 -0.87 0.506
S -0.60955 -3.22640 1.47247 0.12 -0.09 -0.46 0.476
C 0.14960 -1.51138 3.70982 0.21 0.19 0.70 -0.230
H 1.21053 -0.08268 4.94638 -0.13 -0.09 0.21 0.097
H -0.00995 -1.03110 5.82566 0.12 0.13 -0.10 0.103
H -1.51936 0.69793 5.45693 0.17 0.10 -0.07 0.101
H -0.35511 1.52922 4.40437 -0.13 -0.04 0.19 0.098
H -2.71124 0.04697 3.57188 0.37 -0.16 -0.20 0.112
H -1.55057 0.90375 2.56316 0.01 -0.40 0.11 0.077
H 1.06650 -1.41611 3.09904 -0.41 -0.14 -0.11 0.093
H 0.10433 -2.56285 4.03516 -0.04 0.45 -0.15 0.090
F -2.84806 0.69268 -6.52768 0.76 -0.01 1.27 0.067
C -2.16884 0.65746 -5.33942 -0.68 -0.10 -0.66 -0.217
C -2.90305 0.65838 -4.15383 0.25 0.04 -0.02 0.024
C -2.20313 0.57574 -2.96491 0.47 -0.11 0.34 0.027
C -0.77221 0.50365 -2.91819 -0.55 0.14 -0.82 -0.166
C -0.18121 0.36787 -1.63435 0.03 0.18 0.04 0.104
C 1.18024 0.31810 -1.23602 0.98 -0.13 0.45 -0.161
C 1.44467 0.33073 0.17208 -0.58 -0.11 -0.36 0.021
C 2.72856 0.27125 0.68455 0.35 0.06 -0.17 -0.045
C 3.82861 0.21217 -0.18807 -0.76 0.05 0.20 -0.032
C 3.60662 0.21428 -1.56948 -0.17 0.00 -0.26 -0.059
C 2.31895 0.25257 -2.09184 0.13 0.00 0.35 0.004
C -0.08585 0.58154 -4.16495 -0.41 -0.08 -0.13 0.018
C -0.77803 0.61603 -5.37026 0.25 0.08 0.36 0.018
H -3.98823 0.71070 -4.16074 0.23 -0.02 -0.11 0.132
H -2.73619 0.55820 -2.01134 0.09 -0.12 -0.29 0.115
H -0.89839 0.29322 -0.81043 0.04 0.05 0.03 0.014
H 0.58088 0.38409 0.83930 0.23 -0.13 -0.11 0.112
H 2.87604 0.27107 1.76600 -0.03 -0.02 -0.36 0.113
H 4.84091 0.16022 0.20726 -0.21 0.01 -0.09 0.115
H 4.45595 0.17571 -2.25353 -0.26 -0.03 0.21 0.113
H 2.20347 0.21502 -3.16702 0.22 -0.09 0.37 0.085
H 0.99468 0.62354 -4.20227 -0.41 -0.05 -0.15 0.089
H -0.24437 0.61614 -6.31903 -0.22 0.08 0.21 0.129
```
Positions in Å, forces in eV/Å.

[3]
Formula: C31H27BN11O6Sn
Source: OMol25
Level of theory: wB97M-V/def2-TZVPD

Calculated values
- LUMO energy (alpha / beta) (eV) = 4.58 / 4.31
- total charge = -2
- gap between HOMO and LUMO (alpha / beta) (eV) = 6.3 / 6.8
- total energy (Ha) = -2490.67700
- strongest force on any atom (eV/A) = 0.7
- expectation value of S² = 0.775
- spin multiplicity = 2
- E_HOMO (alpha / beta) (eV) = -1.68 / -2.52
- relative energy (zero: lowest compared OMol25 entry of this formula, charge and spin) (kJ/mol) = 58.68

The geometry in XYZ format:
```
77
Properties=species:S:1:pos:R:3:forces:R:3:lowdin_charge:R:1
Sn -0.51387 -1.00230 0.33819 0.37 0.10 -0.15 1.468
C -2.50297 2.45012 3.20216 -0.12 -0.04 -0.01 -0.075
C -2.42179 1.44819 2.22502 0.16 0.04 -0.02 -0.149
N -1.16450 1.08589 2.01839 -0.11 0.01 -0.05 0.035
N -0.41262 1.82745 2.86380 -0.04 0.01 0.04 0.018
C -1.19770 2.65720 3.58037 0.05 0.01 -0.02 -0.094
B 1.13320 1.73398 2.83835 0.06 -0.27 -0.06 -0.674
N 1.61587 0.32961 3.22826 -0.07 0.08 0.03 -0.003
C 2.72500 0.00813 3.92533 0.06 -0.03 -0.03 -0.094
C 2.80898 -1.36473 3.97874 0.02 -0.03 -0.05 -0.087
C 1.68001 -1.80515 3.26279 -0.08 0.05 0.02 -0.170
N 0.97292 -0.78044 2.82144 0.04 -0.02 0.13 0.015
N 1.62057 2.10168 1.42557 -0.08 0.09 0.03 -0.018
C 1.53345 3.31013 0.82349 -0.10 0.01 -0.04 -0.116
C 1.90640 3.15883 -0.48924 0.03 0.05 -0.03 -0.074
C 2.19117 1.78760 -0.60325 0.03 -0.05 0.12 -0.166
N 2.01457 1.15917 0.54674 0.13 -0.01 -0.03 0.080
N 1.75797 2.73657 3.84512 -0.04 0.11 -0.02 -0.019
C 2.80444 3.56734 3.64565 0.06 -0.02 0.04 -0.104
C 3.10412 4.17240 4.84541 -0.01 0.00 0.06 -0.093
C 2.16770 3.62547 5.74113 0.03 -0.01 -0.03 -0.188
N 1.36928 2.76065 5.13660 0.05 0.02 0.04 0.063
H -3.38485 2.93923 3.57966 0.01 0.00 0.01 0.076
H -3.21396 0.98307 1.66545 -0.06 -0.04 -0.04 0.094
H -0.77571 3.31961 4.31423 0.02 -0.03 0.01 0.096
H 3.37647 0.76338 4.33419 -0.05 0.04 0.00 0.108
H 3.57736 -1.95261 4.45246 -0.02 -0.02 0.02 0.073
H 1.34337 -2.80611 3.04286 0.07 0.00 -0.02 0.104
H 1.20156 4.18322 1.36247 -0.04 -0.03 0.02 0.116
H 1.93856 3.91569 -1.25454 -0.02 -0.01 -0.01 0.079
H 2.50510 1.22976 -1.46653 -0.01 -0.10 -0.13 0.088
H 3.27130 3.65691 2.68011 -0.03 -0.02 -0.01 0.112
H 3.87809 4.89467 5.04365 0.01 -0.01 -0.02 0.073
H 2.04528 3.82049 6.79599 -0.01 0.00 0.00 0.084
C 4.65582 -2.95811 0.52426 0.00 0.09 -0.01 -0.038
C 3.38266 -2.61916 -0.25330 0.07 -0.04 0.20 -0.478
O 2.31171 -2.89859 0.25966 -0.04 -0.09 -0.08 -0.003
C 3.58318 -2.01951 -1.55764 -0.10 0.12 0.02 -0.022
C 2.61613 -1.66030 -2.46782 0.05 0.37 -0.35 -0.340
C 3.04257 -1.06791 -3.79515 -0.04 -0.14 0.07 -0.066
N 1.29953 -1.76692 -2.19644 0.02 -0.51 0.47 0.043
N 0.51299 -1.68579 -3.24033 0.10 0.49 -0.34 0.057
C -0.78794 -1.89682 -2.92319 0.05 -0.47 0.00 -0.473
O -1.21922 -2.36928 -1.85972 -0.15 0.19 0.14 -0.082
C -1.74935 -1.62175 -4.03992 -0.07 0.05 0.02 -0.139
C -3.04959 -2.10548 -3.93150 0.01 0.03 0.01 -0.032
C -3.98780 -1.82514 -4.91342 0.01 -0.02 -0.02 -0.099
C -3.63345 -1.05259 -6.01132 0.01 0.01 0.01 -0.115
C -2.33922 -0.55777 -6.11816 -0.04 -0.06 -0.03 -0.096
C -1.39918 -0.84669 -5.14142 -0.01 0.06 -0.02 -0.027
H 4.48211 -2.74942 1.57932 -0.02 0.01 0.00 0.062
H 5.52746 -2.40113 0.17719 0.00 -0.02 0.00 0.059
H 4.85411 -4.02735 0.41576 0.01 -0.01 -0.01 0.071
H 4.60818 -1.82116 -1.84643 0.03 -0.06 0.04 0.081
H 4.12847 -1.04722 -3.88659 0.00 0.00 0.03 0.058
H 2.65033 -0.05218 -3.88115 -0.02 -0.01 -0.03 0.070
H 2.61131 -1.64039 -4.61555 0.02 0.01 -0.04 0.060
H -3.30172 -2.68711 -3.05341 -0.02 0.02 0.00 0.115
H -5.00142 -2.19678 -4.81676 0.00 -0.02 0.00 0.092
H -4.36676 -0.82728 -6.77738 -0.01 0.02 0.01 0.086
H -2.07160 0.06645 -6.96249 0.03 0.00 0.01 0.090
H -0.39349 -0.45499 -5.20130 0.01 -0.01 0.02 0.105
O -3.95629 -3.20963 2.06543 0.01 0.00 -0.05 -0.002
C -3.14252 -2.47196 1.50594 -0.10 0.04 -0.01 -0.639
O -1.90702 -2.33633 1.73520 0.14 0.02 -0.07 -0.173
C -3.67656 -1.56954 0.38519 -0.06 -0.02 0.10 -0.182
C -5.00687 -1.58574 -0.00070 -0.09 0.08 -0.04 -0.005
C -5.41887 -0.71484 -1.00005 0.08 0.01 0.03 -0.056
C -4.49182 0.12694 -1.59630 -0.08 -0.09 0.01 -0.007
C -3.17664 0.07309 -1.16410 0.02 0.07 0.02 -0.184
N -2.80304 -0.74672 -0.18603 -0.24 0.01 -0.03 0.038
C -2.08462 0.95165 -1.78379 0.01 0.12 -0.03 -0.642
O -2.45062 1.76736 -2.63441 -0.01 -0.02 0.00 0.000
O -0.92255 0.72971 -1.34449 0.03 -0.11 0.15 -0.162
H -5.68239 -2.26273 0.50200 0.04 -0.03 0.02 0.108
H -6.45850 -0.68904 -1.30729 0.01 -0.03 -0.03 0.096
H -4.74232 0.81306 -2.39246 0.03 0.02 0.01 0.113
```
Positions in Å, forces in eV/Å.

[4]
Formula: C21H15I2N3O3PdS
Source: OMol25
Level of theory: wB97M-V/def2-TZVPD

Calculated values
- LUMO energy (eV) = -0.96
- total charge = 0
- gap between HOMO and LUMO (eV) = 6.8
- total energy (Ha) = -2320.67484
- strongest force on any atom (eV/A) = 0.7
- E_HOMO (eV) = -7.75
- relative energy (zero: lowest compared OMol25 entry of this formula, charge and spin) (kJ/mol) = 68.13

The geometry in XYZ format:
```
46
Properties=species:S:1:pos:R:3:forces:R:3:lowdin_charge:R:1
Pd -0.47877 -0.14368 -0.24418 -0.01 0.11 0.12 1.019
C -0.88786 -8.41083 0.80027 0.00 0.00 0.01 -0.048
C -0.90503 -6.99506 0.29371 0.00 -0.01 0.02 -0.265
C -1.15895 -5.93016 1.15730 -0.01 -0.01 0.04 -0.032
C -1.20109 -4.62813 0.69368 -0.01 0.00 -0.08 -0.047
C -0.98560 -4.38554 -0.65725 0.06 -0.11 0.10 -0.291
C -0.73042 -5.42591 -1.53783 -0.02 -0.06 0.08 -0.049
C -0.69175 -6.72495 -1.05386 0.01 0.03 -0.05 -0.032
S -1.00802 -2.74148 -1.26518 -0.05 0.17 0.20 0.601
O -2.12595 -2.03814 -0.65555 0.03 -0.25 -0.24 -0.335
O -0.91893 -2.82124 -2.69634 0.03 0.05 -0.03 -0.288
N 0.27598 -1.97637 -0.58999 0.22 -0.24 -0.20 -0.240
C 1.40449 -1.68806 -1.38282 -0.21 0.10 0.23 -0.401
C 2.05080 -2.54671 -2.26738 0.10 -0.11 0.05 -0.015
C 3.17561 -2.07430 -2.91270 0.01 0.04 0.00 -0.058
C 3.62067 -0.77418 -2.68168 -0.03 -0.05 0.01 -0.071
C 2.89130 0.01551 -1.81612 -0.04 -0.04 -0.03 -0.130
N 1.80396 -0.42908 -1.18500 0.00 0.08 -0.18 0.063
H -0.75733 -8.44408 1.88109 0.00 0.01 0.00 0.076
H -0.08340 -8.98492 0.34049 0.00 0.01 -0.01 0.080
H -1.82676 -8.91508 0.56274 0.00 0.01 0.00 0.087
H -1.32903 -6.12716 2.20908 0.00 -0.01 -0.01 0.114
H -1.40838 -3.80510 1.36511 0.00 0.01 -0.01 0.116
H -0.57885 -5.21312 -2.58693 0.00 0.01 0.00 0.112
H -0.49591 -7.54199 -1.73826 0.00 0.00 0.01 0.117
H 1.67674 -3.54583 -2.43710 0.01 0.00 0.01 0.107
H 3.70838 -2.71729 -3.60162 0.00 0.00 0.00 0.110
H 4.50057 -0.38154 -3.17060 0.00 -0.01 -0.01 0.100
H 3.16874 1.04385 -1.61861 0.00 0.00 -0.01 0.111
I -2.88582 4.39747 -0.43986 0.00 -0.01 -0.05 0.928
C -2.17201 3.33107 1.18860 -0.08 0.17 0.15 -0.661
C -2.35629 3.84587 2.48819 0.01 -0.03 -0.10 -0.225
C -1.89800 3.18900 3.59686 0.04 -0.10 -0.12 -0.683
I -2.21364 4.03729 5.47034 -0.01 0.04 0.10 0.917
C -1.21734 1.95217 3.45068 0.00 0.06 0.11 -0.208
C -0.67459 1.17496 4.50026 -0.03 0.04 0.01 -0.033
C -0.02707 0.00396 4.22855 0.00 0.00 -0.06 -0.039
C 0.08321 -0.42475 2.89257 0.00 -0.03 0.11 -0.104
N -0.41259 0.27097 1.90309 -0.05 -0.24 -0.14 0.036
C -1.05412 1.45062 2.14744 0.11 -0.13 -0.11 -0.142
C -1.52540 2.13144 0.98199 0.08 -0.18 -0.10 -0.422
O -1.32329 1.59625 -0.19596 -0.16 0.70 0.19 -0.238
H -2.87369 4.78914 2.59801 0.00 0.00 0.00 0.076
H -0.77712 1.52266 5.51988 0.00 0.00 0.00 0.065
H 0.39608 -0.59705 5.02095 0.00 0.00 -0.01 0.108
H 0.58248 -1.35121 2.63560 -0.01 0.00 -0.02 0.116
```
Positions in Å, forces in eV/Å.